Below is 2 unconnected molecules or ions with the total composition C4H6N2O, with properties calculated with ωB97M-V/def2-TZVPD.

Summary:
SMILES string	c1cn[nH]c1.C=O
Kohn-Sham gap	10.21	eV
charge	0
E	-340.7161	hartree
F_max	0.61	eV/Å

Positions of all 13 atoms, in Å:
C (1.709, 0.627, 2.377)
O (0.846, 1.453, 2.219)
C (0.243, 0.054, -0.443)
N (0.271, -1.220, -0.804)
N (-0.891, -1.402, -1.446)
C (-1.651, -0.283, -1.504)
C (-0.947, 0.697, -0.844)
H (2.600, 0.823, 3.002)
H (1.667, -0.365, 1.887)
H (1.094, 0.474, 0.072)
H (-1.094, -2.310, -1.831)
H (-2.601, -0.268, -2.019)
H (-1.245, 1.720, -0.665)

=====

Below is C4H6N2O in the gas phase, with properties calculated with ωB97M-V/def2-TZVPD.

Summary:
Kohn-Sham gap	7.82	eV
charge	0
E	-340.5739	hartree
F_max	0.59	eV/Å

Positions of all 13 atoms, in Å:
N (-2.212, 0.707, -0.213)
C (-0.874, 0.188, 0.018)
C (-0.294, -0.999, -0.147)
N (1.111, -1.082, 0.047)
C (1.854, 0.018, 0.181)
O (3.100, -0.384, 0.521)
C (-0.938, 1.538, 0.324)
H (-2.550, 0.712, -1.172)
H (-2.932, 0.562, 0.485)
H (-0.816, -1.909, -0.418)
H (1.519, -2.001, 0.207)
H (3.609, 0.429, 0.614)
H (-0.577, 2.220, -0.448)

=====

Below is C4H6N2O in the gas phase, with properties calculated with ωB97M-V/def2-TZVPD.

Summary:
SMILES string	[H]/N=C1/OC[C@H]2CN12
Kohn-Sham gap	9.77	eV
charge	0
E	-340.5906	hartree
F_max	11.78	eV/Å

Positions of all 13 atoms, in Å:
C (0.485, 1.240, 0.201)
C (1.005, -0.734, -0.777)
C (-0.378, -0.430, -0.639)
C (-1.095, -0.564, 0.625)
H (-0.427, 2.428, 1.176)
H (1.497, -0.947, -1.804)
H (1.445, -1.516, -0.089)
H (-1.055, -1.011, -1.372)
H (-2.253, -0.876, 0.661)
H (-0.610, -1.235, 1.561)
N (0.607, 2.460, 0.623)
N (-0.692, 0.652, 0.033)
O (1.471, 0.531, -0.199)

=====

Below is C4H6N2O2 in the gas phase, with properties calculated with ωB97M-V/def2-TZVPD.

Summary:
SMILES string	[H]/N=C/N1C[C@H]1C(=O)O
Kohn-Sham gap	11.04	eV
charge	0
E	-415.9667	hartree
F_max	3.08	eV/Å

Positions of all 14 atoms, in Å:
C (-1.514, -0.254, -0.864)
C (-0.033, 0.064, -1.230)
C (1.058, -0.768, -0.645)
C (0.564, 0.994, 0.951)
H (-0.971, -0.650, 0.937)
H (-0.026, 0.327, -2.283)
H (1.920, -1.062, -1.257)
H (0.824, -1.443, 0.177)
H (0.402, 2.106, 1.076)
H (0.376, 0.674, 2.845)
N (0.910, 0.589, -0.338)
N (0.621, 0.220, 1.969)
O (-1.764, -0.663, 0.374)
O (-2.365, -0.133, -1.710)

=====

Below is C4H6N2O2 in the gas phase, with properties calculated with ωB97M-V/def2-TZVPD.

Summary:
SMILES string	O=CNC(=O)N1CC1
Kohn-Sham gap	11.09	eV
charge	0
E	-415.9732	hartree
F_max	3.29	eV/Å

Positions of all 14 atoms, in Å:
C (-2.218, -0.276, -0.227)
C (-0.144, 0.976, -0.158)
C (1.062, -1.092, 0.375)
C (2.020, -0.022, -0.171)
H (-1.592, -1.088, -0.670)
H (-2.086, 1.644, 0.555)
H (0.699, -1.036, 1.425)
H (1.182, -2.105, -0.129)
H (2.389, 0.820, 0.510)
H (2.692, -0.359, -0.935)
N (-1.471, 0.799, 0.273)
N (0.554, -0.148, -0.588)
O (-3.459, -0.183, -0.154)
O (0.372, 2.069, -0.104)

=====

Below is C4H6N2O2 in the gas phase, with properties calculated with ωB97M-V/def2-TZVPD.

Summary:
SMILES string	CNC1=NCC(=O)O1
Kohn-Sham gap	10.18	eV
charge	0
E	-416.0091	hartree
F_max	2.88	eV/Å

Positions of all 14 atoms, in Å:
C (-1.390, 0.275, -2.645)
C (-0.225, 0.047, -0.495)
C (-0.549, -0.730, 1.578)
C (0.897, -0.052, 1.400)
H (-1.079, 0.292, -3.702)
H (-1.704, -0.737, -2.519)
H (-2.261, 1.020, -2.496)
H (0.505, 1.154, -2.034)
H (-0.373, -1.794, 1.878)
H (-1.160, -0.161, 2.345)
N (-0.190, 0.447, -1.782)
N (-1.085, -0.539, 0.268)
O (1.863, 0.089, 2.130)
O (0.962, 0.365, 0.132)

=====

Which value of E does entry 4 give? -415.9667 hartree

=====

charge of number 2 (C4H6N2O)? 0